# 1
{"formula": "H20O10", "method": "wB97M-V/def2-TZVPD", "e_tot_ev": -20800.032, "homo_energy_ev": -10.13, "e_above_lowest_kcal_mol": 59.52, "smiles": "O.O.O.O.O.O.O.O.O.O", "spin_multiplicity": 1, "fmax_ev_per_a": 1.00, "total_charge": 0, "orbital_gap_ev": 9.8, "symbols": ["O", "H", "H", "O", "H", "H", "O", "H", "H", "O", "H", "H", "O", "H", "H", "O", "H", "H", "O", "H", "H", "O", "H", "H", "O", "H", "H", "O", "H", "H"], "coordinates": [[-2.124, 1.977, -0.727], [-2.130, 2.885, -0.427], [-1.944, 2.036, -1.666], [2.592, -2.566, 1.124], [1.959, -2.176, 0.521], [2.112, -3.275, 1.551], [2.242, 1.280, -1.738], [2.479, 1.706, -0.914], [2.486, 1.911, -2.414], [-1.744, 0.812, 2.237], [-1.188, 1.201, 2.913], [-2.607, 1.200, 2.384], [2.216, -1.496, -2.149], [2.916, -1.752, -1.549], [2.258, -0.540, -2.173], [-0.199, -0.211, -0.397], [-0.775, 0.539, -0.248], [0.634, 0.176, -0.665], [2.649, 1.465, 1.028], [2.265, 1.601, 1.894], [3.064, 0.604, 1.083], [-4.455, 1.351, 0.387], [-4.482, 2.240, 0.740], [-3.571, 1.261, 0.031], [-1.246, -1.850, 1.994], [-0.552, -1.614, 1.378], [-1.675, -1.020, 2.201], [-0.624, -2.516, -2.441], [-0.149, -3.318, -2.225], [-0.406, -1.910, -1.733]], "lowdin_charge": [-0.031, 0.071, 0.080, -0.047, 0.003, 0.041, -0.039, 0.012, 0.065, -0.030, 0.060, 0.047, -0.043, 0.026, -0.018, -0.037, 0.001, 0.001, -0.031, 0.053, 0.051, -0.056, 0.023, -0.026, -0.071, -0.015, -0.024, -0.063, 0.024, -0.026]}

# 2
{"formula": "C55H48O8P4Si2V", "method": "wB97M-V/def2-TZVPD", "e_tot_ev": -152796.597, "homo_energy_ev": [-10.42, -10.42], "spin_multiplicity": 1, "fmax_ev_per_a": 1.22, "total_charge": 1, "orbital_gap_ev": [6.9, 6.9], "symbols": ["V", "C", "Si", "C", "C", "C", "C", "C", "C", "P", "C", "C", "C", "C", "C", "C", "C", "C", "C", "C", "C", "C", "C", "C", "C", "C", "C", "C", "P", "C", "C", "C", "C", "C", "C", "C", "C", "C", "C", "C", "C", "H", "H", "H", "H", "H", "H", "H", "H", "H", "H", "H", "H", "H", "H", "H", "H", "H", "H", "H", "H", "H", "H", "H", "H", "H", "H", "H", "H", "H", "H", "H", "O", "P", "O", "O", "O", "P", "O", "O", "O", "H", "H", "O", "Si", "C", "C", "C", "C", "C", "C", "C", "C", "C", "C", "C", "C", "C", "C", "C", "C", "C", "C", "H", "H", "H", "H", "H", "H", "H", "H", "H", "H", "H", "H", "H", "H", "H"], "coordinates": [[-0.652, -0.010, -0.280], [-1.901, -0.370, 2.995], [-0.621, 0.654, 2.171], [-1.041, 2.447, 2.418], [-1.296, 2.865, 3.729], [-1.660, 4.175, 4.002], [-1.799, 5.085, 2.961], [-1.562, 4.684, 1.655], [-1.179, 3.371, 1.381], [-0.725, 2.832, -0.291], [-2.193, 3.149, -1.325], [-2.014, 3.307, -2.700], [-3.080, 3.648, -3.514], [-4.346, 3.815, -2.965], [-4.538, 3.638, -1.603], [-3.464, 3.313, -0.784], [0.441, 4.237, -0.847], [2.545, 4.849, -0.968], [2.673, 6.130, -1.733], [1.648, 6.827, -2.215], [0.229, 6.471, -2.065], [-0.304, 5.386, -1.498], [1.046, 0.188, 2.850], [1.264, 0.081, 4.226], [2.492, -0.339, 4.716], [3.518, -0.663, 3.838], [3.325, -0.551, 2.469], [2.091, -0.124, 1.985], [1.787, 0.199, 0.230], [2.223, 1.939, -0.036], [2.341, 2.753, 1.195], [1.949, 4.017, 1.313], [1.471, 4.858, 0.175], [1.704, 3.769, -1.691], [2.008, 2.363, -1.286], [3.009, -0.824, -0.629], [3.930, -0.322, -1.544], [4.892, -1.166, -2.085], [4.948, -2.501, -1.708], [4.043, -3.000, -0.782], [3.080, -2.164, -0.248], [-1.700, -0.354, 4.071], [-2.891, 0.045, 2.813], [-1.902, -1.410, 2.666], [-1.207, 2.167, 4.555], [-1.843, 4.484, 5.022], [-2.098, 6.104, 3.166], [-1.677, 5.400, 0.850], [-1.031, 3.177, -3.141], [-2.927, 3.772, -4.578], [-5.181, 4.082, -3.600], [-5.525, 3.750, -1.173], [-3.624, 3.187, 0.280], [3.519, 4.499, -0.636], [3.678, 6.500, -1.900], [1.856, 7.745, -2.750], [-0.477, 7.190, -2.463], [-1.384, 5.345, -1.486], [0.471, 0.315, 4.929], [2.647, -0.422, 5.785], [4.473, -1.003, 4.218], [4.133, -0.795, 1.792], [2.724, 2.257, 2.077], [2.047, 4.501, 2.278], [1.172, 5.849, 0.508], [1.611, 3.886, -2.768], [1.816, 1.617, -2.055], [3.914, 0.719, -1.834], [5.607, -0.772, -2.795], [5.703, -3.152, -2.131], [4.076, -4.039, -0.480], [2.401, -2.561, 0.497], [-2.731, 0.372, -3.527], [-1.647, -0.544, -2.887], [-1.087, -1.558, -3.759], [-0.598, 0.369, -2.106], [-2.460, -1.224, -1.580], [-3.410, -0.390, -0.542], [-3.797, -1.449, 0.538], [-4.483, 0.304, -1.248], [-2.351, 0.508, 0.231], [-3.491, 0.604, -2.961], [-4.549, -2.007, 0.304], [-0.299, -1.644, 0.031], [-0.335, -3.388, -0.162], [0.552, -4.016, 1.346], [1.115, -5.299, 1.363], [1.687, -5.815, 2.518], [1.712, -5.057, 3.682], [1.169, -3.782, 3.687], [0.594, -3.272, 2.529], [0.456, -3.883, -1.748], [0.368, -5.245, -2.077], [0.961, -5.742, -3.229], [1.630, -4.880, -4.088], [1.693, -3.525, -3.800], [1.113, -3.037, -2.641], [-2.065, -4.025, -0.123], [-2.634, -4.454, 1.080], [-3.927, -4.966, 1.115], [-4.662, -5.063, -0.058], [-4.106, -4.657, -1.268], [-2.817, -4.146, -1.300], [1.123, -5.906, 0.466], [2.114, -6.809, 2.510], [2.154, -5.464, 4.583], [1.194, -3.181, 4.588], [0.179, -2.274, 2.557], [-0.186, -5.930, -1.442], [0.885, -6.795, -3.466], [2.084, -5.263, -4.993], [2.183, -2.845, -4.485], [1.158, -1.972, -2.455], [-2.066, -4.392, 2.001], [-4.352, -5.300, 2.052], [-5.666, -5.468, -0.034], [-4.675, -4.749, -2.184], [-2.394, -3.835, -2.249]], "lowdin_charge": [0.657, -0.152, 0.690, -0.264, -0.074, -0.055, -0.049, -0.066, -0.361, 1.183, -0.378, -0.122, -0.065, -0.062, -0.063, -0.092, -0.348, -0.177, -0.038, -0.076, -0.060, -0.088, -0.295, -0.072, -0.057, -0.046, -0.052, -0.375, 1.104, -0.339, -0.081, -0.027, -0.177, -0.171, -0.105, -0.331, -0.062, -0.057, -0.055, -0.050, -0.116, 0.051, 0.052, 0.035, 0.101, 0.112, 0.114, 0.112, 0.119, 0.115, 0.110, 0.113, 0.112, 0.147, 0.111, 0.104, 0.109, 0.094, 0.102, 0.115, 0.115, 0.116, 0.104, 0.126, 0.148, 0.153, 0.112, 0.095, 0.111, 0.113, 0.118, 0.087, -0.066, 0.323, -0.188, -0.393, -0.289, 0.315, -0.051, -0.199, -0.428, 0.067, 0.110, -0.391, 0.640, -0.248, -0.070, -0.067, -0.070, -0.066, -0.097, -0.228, -0.097, -0.069, -0.067, -0.064, -0.110, -0.239, -0.081, -0.077, -0.079, -0.068, -0.093, 0.095, 0.109, 0.108, 0.102, 0.066, 0.105, 0.107, 0.107, 0.112, 0.086, 0.103, 0.107, 0.108, 0.111, 0.109]}

# 3
{"formula": "C3H8N", "method": "wB97M-V/def2-TZVPD", "e_tot_ev": -4722.816, "homo_energy_ev": -17.14, "e_above_lowest_kcal_mol": 14.10, "smiles": "C=[NH+]CC", "spin_multiplicity": 1, "fmax_ev_per_a": 3.52, "total_charge": 1, "orbital_gap_ev": 11.8, "symbols": ["C", "N", "C", "C", "H", "H", "H", "H", "H", "H", "H", "H"], "coordinates": [[-0.307, 1.655, -0.768], [-0.305, 0.406, -0.892], [0.590, -0.466, -0.050], [-0.180, -1.158, 1.099], [-0.652, 2.318, -1.568], [-0.072, 2.156, 0.257], [-0.645, 0.079, -1.872], [1.096, -1.187, -0.727], [1.397, 0.159, 0.328], [0.468, -1.870, 1.618], [-1.045, -1.681, 0.683], [-0.345, -0.411, 1.892]], "lowdin_charge": [0.142, 0.032, -0.175, -0.056, 0.129, 0.174, 0.228, 0.142, 0.122, 0.090, 0.087, 0.087]}

# 4
{"formula": "C6H16N4", "method": "wB97M-V/def2-TZVPD", "e_tot_ev": -12419.115, "homo_energy_ev": [-18.40, -18.39], "e_above_lowest_kcal_mol": 159.19, "spin_multiplicity": 1, "fmax_ev_per_a": 4.93, "total_charge": 2, "orbital_gap_ev": [7.8, 7.8], "symbols": ["C", "C", "C", "C", "C", "C", "N", "N", "N", "N", "H", "H", "H", "H", "H", "H", "H", "H", "H", "H", "H", "H", "H", "H", "H", "H"], "coordinates": [[1.721, -0.697, 0.009], [-1.633, 1.566, 0.011], [-2.655, -0.428, -1.183], [-2.734, -0.412, 1.252], [4.177, -0.646, 0.124], [-1.871, 0.098, 0.077], [0.507, -0.107, 0.018], [2.812, 0.005, -0.008], [2.851, 1.368, -0.143], [-0.633, -0.616, -0.003], [1.842, -1.732, 0.065], [-2.677, 2.116, -0.014], [-1.020, 1.865, 0.803], [-1.163, 1.852, -0.944], [-3.518, 0.218, -1.224], [-3.135, -1.376, -0.873], [-2.005, -0.381, -2.158], [-2.696, -1.472, 1.283], [-2.513, -0.064, 2.248], [-3.747, -0.046, 0.931], [4.172, -1.355, -0.694], [4.961, 0.024, 0.041], [4.262, -1.301, 1.012], [1.930, 1.803, -0.165], [3.765, 1.803, -0.143], [-1.000, -2.083, -0.323]], "lowdin_charge": [-0.039, -0.029, -0.016, 0.012, 0.105, -0.625, 0.151, -0.084, 0.234, 0.098, 0.148, 0.165, 0.065, 0.100, 0.097, 0.097, 0.144, 0.072, 0.101, 0.132, 0.121, 0.088, 0.141, 0.144, 0.159, 0.419]}

# 5
{"formula": "CH3FOS2", "method": "wB97M-V/def2-TZVPD", "e_tot_ev": -27516.814, "homo_energy_ev": [-10.44, -10.43], "e_above_lowest_kcal_mol": 69.99, "spin_multiplicity": 1, "fmax_ev_per_a": 2.67, "total_charge": 0, "orbital_gap_ev": [6.8, 6.8], "symbols": ["C", "O", "F", "S", "S", "H", "H", "H"], "coordinates": [[-0.354, -0.016, -0.045], [-2.396, 0.154, -1.753], [-2.617, 2.454, 0.779], [-3.107, -1.262, 0.688], [-2.171, 0.069, -0.336], [0.099, 0.793, -0.611], [-0.177, 0.111, 1.020], [-0.009, -0.985, -0.396]], "lowdin_charge": [-0.184, -0.387, -0.528, 0.408, 0.485, 0.070, 0.067, 0.068]}